Record 1
{
  "formula": "C17H22N2O3",
  "method": "ωB97M-V/def2-TZVPD",
  "elements": ["C", "C", "C", "C", "C", "H", "H", "O", "C", "O", "C", "C", "N", "C", "O", "N", "H", "C", "C", "C", "C", "C", "C", "C", "H", "H", "H", "H", "H", "H", "H", "C", "H", "H", "H", "H", "H", "H", "H", "H", "H", "H", "H", "H"],
  "coordinates": [[-3.612293, -1.705612, -0.343303], [-3.578147, -0.680640, 0.782916], [-2.530688, 0.399467, 0.527441], [-2.481510, 1.424354, 1.659145], [-1.480365, 2.545163, 1.383606], [-1.482635, 3.272747, 2.199799], [-1.715679, 3.045682, 0.438965], [-0.153278, 2.029710, 1.314113], [0.370762, 1.851264, 0.087473], [-0.180681, 2.217953, -0.927589], [1.662729, 1.165442, 0.089629], [2.453235, 0.934283, 1.161060], [3.651997, 0.287863, 0.979238], [4.260045, 0.081141, -0.256101], [5.398215, -0.326014, -0.325144], [3.502379, 0.420655, -1.318610], [3.907726, 0.223505, -2.220908], [2.072473, 0.644210, -1.275897], [1.274338, -0.616644, -1.564614], [0.116945, -0.544452, -2.328699], [-0.641217, -1.678780, -2.557492], [-0.248425, -2.896755, -2.028503], [0.904533, -2.974649, -1.266271], [1.661169, -1.839793, -1.032576], [2.561341, -1.910833, -0.439084], [1.216716, -3.921567, -0.850714], [-0.838819, -3.783026, -2.209844], [-1.540133, -1.612674, -3.152115], [-0.195032, 0.408383, -2.727754], [1.815918, 1.401162, -2.027217], [4.252246, 0.128460, 1.775827], [2.152156, 1.336478, 2.567243], [1.339001, 0.730381, 2.961738], [1.829154, 2.373055, 2.606895], [3.028064, 1.209286, 3.199806], [-3.465901, 1.877539, 1.790963], [-2.208258, 0.926376, 2.592124], [-2.753203, 0.909382, -0.412093], [-1.551061, -0.072937, 0.417540], [-4.561420, -0.214752, 0.882273], [-3.354332, -1.185008, 1.725964], [-3.857690, -1.223275, -1.286624], [-2.641722, -2.185427, -0.449168], [-4.358654, -2.471101, -0.143440]],
  "forces_ev_per_angstrom": [[-0.1, 0.1, 0.3], [0.2, 0.0, -0.2], [-0.3, 0.0, 0.4], [0.5, 0.1, -0.3], [-0.7, 0.2, 0.0], [0.0, -0.1, -0.1], [0.0, 0.0, 0.2], [0.2, -0.2, 0.1], [0.0, 0.2, 0.0], [0.0, -0.1, 0.1], [0.4, 0.0, -0.1], [-0.5, 0.3, -0.3], [0.1, -0.1, 0.3], [0.1, 0.1, 0.1], [0.3, -0.2, 0.0], [-0.1, 0.2, -0.3], [0.1, 0.0, 0.2], [-0.4, 0.0, 0.1], [0.0, 0.1, -0.2], [0.0, 0.0, 0.0], [0.0, -0.1, 0.0], [-0.1, -0.1, 0.0], [0.0, -0.1, 0.1], [0.0, 0.0, 0.0], [0.1, 0.0, 0.0], [0.0, -0.1, 0.0], [0.0, -0.1, 0.0], [-0.1, 0.0, -0.1], [0.0, 0.1, -0.1], [0.1, -0.2, 0.2], [0.0, 0.0, -0.2], [0.0, 0.0, 0.2], [0.0, 0.0, 0.1], [0.0, 0.0, 0.1], [0.1, 0.0, 0.0], [0.0, 0.0, 0.1], [-0.1, 0.0, 0.1], [0.1, 0.0, -0.1], [0.0, 0.0, -0.1], [0.0, 0.0, 0.1], [-0.1, 0.0, 0.1], [0.0, 0.0, -0.2], [0.1, -0.1, -0.1], [-0.1, -0.1, -0.1]],
  "energy_ha": -996.2887,
  "smiles": "CCCCCOC(=O)C1=C(C)NC(=O)N[C@H]1c1ccccc1",
  "relative_energy_kcal_mol": 15.3
}

=====

Record 2
{
  "formula": "C28H90N4O15",
  "method": "ωB97M-V/def2-TZVPD",
  "elements": ["C", "C", "O", "H", "H", "H", "H", "H", "H", "C", "C", "O", "H", "H", "H", "H", "H", "H", "C", "C", "O", "H", "H", "H", "H", "H", "H", "C", "C", "O", "H", "H", "H", "H", "H", "H", "C", "C", "O", "H", "H", "H", "H", "H", "H", "C", "C", "O", "H", "H", "H", "H", "H", "H", "O", "H", "H", "O", "H", "H", "O", "H", "H", "O", "H", "H", "O", "H", "H", "C", "C", "C", "O", "C", "N", "H", "H", "H", "H", "H", "H", "H", "H", "H", "H", "H", "C", "C", "C", "O", "C", "N", "H", "H", "H", "H", "H", "H", "H", "H", "H", "H", "H", "C", "C", "C", "O", "C", "N", "H", "H", "H", "H", "H", "H", "H", "H", "H", "H", "H", "C", "C", "C", "O", "C", "N", "H", "H", "H", "H", "H", "H", "H", "H", "H", "H", "H"],
  "coordinates": [[1.894882, -2.303146, 4.624590], [3.408925, -2.377729, 4.903640], [3.977274, -3.562690, 4.285109], [1.652488, -2.067428, 3.588361], [1.418870, -1.503529, 5.192153], [1.355974, -3.213097, 4.888557], [3.591211, -2.269337, 5.972814], [3.916197, -1.479932, 4.550461], [4.920673, -3.385026, 4.279521], [-2.598359, -1.704704, 0.208849], [-2.486973, -2.858154, -0.776009], [-3.595979, -2.785754, -1.643753], [-2.702353, -0.784720, -0.366403], [-1.719487, -1.537215, 0.831450], [-3.454725, -1.814388, 0.874197], [-2.465834, -3.759880, -0.164008], [-1.504206, -2.839977, -1.247104], [-3.881009, -3.647174, -1.957300], [-1.503978, -3.457378, 3.674847], [-1.771397, -3.732483, 5.179005], [-1.925241, -5.076944, 5.424509], [-2.451236, -3.372101, 3.142377], [-0.910071, -4.270481, 3.257430], [-1.038082, -2.479865, 3.550306], [-2.614855, -3.146180, 5.543606], [-0.906412, -3.450784, 5.779467], [-2.872145, -5.220226, 5.491268], [-0.833787, 1.593992, -4.210429], [-0.205101, 0.971754, -5.442337], [-1.172178, 0.178776, -6.000913], [-0.227174, 2.423681, -3.847465], [-1.056531, 0.871586, -3.425190], [-1.840024, 1.925337, -4.466937], [0.710295, 0.451700, -5.160045], [0.109318, 1.815033, -6.057259], [-1.203871, -0.674552, -5.562251], [0.716504, 0.127886, 1.077312], [0.643220, -0.028906, -0.387558], [0.874064, -1.359436, -0.755066], [0.616791, 1.205527, 1.207088], [1.687863, -0.201208, 1.446444], [-0.060228, -0.483325, 1.536880], [1.387171, 0.657677, -0.791595], [-0.351733, 0.198944, -0.769985], [0.988803, -1.446725, -1.704183], [-2.353889, 0.191461, 3.091188], [-1.384809, 0.514692, 4.258516], [-1.885518, 0.098752, 5.513617], [-2.523548, -0.876399, 2.953328], [-2.168855, 0.669301, 2.129144], [-3.363870, 0.495748, 3.365870], [-1.229050, 1.593461, 4.249250], [-0.362951, 0.199100, 4.048036], [-1.260801, 0.414705, 6.170504], [3.323312, -0.811791, -3.266280], [3.272020, 0.113270, -3.506821], [3.823783, -0.820215, -2.450389], [3.967744, 2.564154, -0.840681], [3.836689, 2.090488, -1.662088], [3.231312, 3.173930, -0.795155], [1.416251, 3.758245, -0.735679], [1.357231, 4.526482, -1.303621], [0.580011, 3.307694, -0.853766], [1.021674, -2.077082, -3.304354], [1.240482, -3.000078, -3.432555], [1.866687, -1.627440, -3.307564], [1.062780, -3.682030, 0.849634], [0.965023, -2.867233, 0.356907], [1.178031, -4.355517, 0.179295], [-3.488543, -3.255960, -5.342356], [-2.023993, -3.196734, -4.773777], [-0.922916, -3.559119, -5.830107], [-0.879678, -4.935536, -6.020923], [0.099207, -5.328586, -6.923617], [-1.779580, -1.943219, -4.206991], [-4.233556, -3.009097, -4.585976], [-3.624262, -4.270765, -5.716321], [-3.598279, -2.573445, -6.185109], [-1.859664, -3.953741, -4.006951], [0.027250, -3.221550, -5.416185], [-1.223860, -2.963594, -6.692017], [1.068653, -5.101006, -6.480371], [-0.055295, -4.780185, -7.852865], [-0.030041, -6.409280, -6.982771], [-0.837711, -1.768893, -3.886689], [-2.348648, -1.889726, -3.374282], [6.310672, -0.080182, -0.759235], [5.319256, -1.077303, -0.103427], [5.632383, -1.201205, 1.400045], [6.978136, -1.499253, 1.714001], [7.370106, -2.772723, 1.210879], [3.979050, -0.651435, -0.470537], [6.180849, 0.979276, -0.538340], [6.149065, -0.082936, -1.837181], [7.347524, -0.301521, -0.506173], [5.445275, -2.000331, -0.669308], [4.945541, -1.890219, 1.891571], [5.321862, -0.253148, 1.839219], [8.458559, -2.767531, 1.153092], [7.013198, -2.867792, 0.185364], [6.980401, -3.586245, 1.822766], [4.053132, 0.344178, -0.317687], [3.258558, -0.938321, 0.176525], [-2.764053, 2.265481, -0.130774], [-2.512072, 2.852855, -1.489161], [-3.666141, 3.720269, -2.048426], [-4.029086, 4.702058, -1.106423], [-4.773108, 5.753550, -1.748356], [-1.333852, 3.635231, -1.459459], [-2.683758, 3.062337, 0.608594], [-2.085588, 1.443058, 0.095951], [-3.768530, 1.842248, -0.127245], [-2.363941, 1.956958, -2.092095], [-4.525306, 3.049771, -2.067294], [-3.375192, 4.070915, -3.038637], [-4.186139, 6.344790, -2.451200], [-5.065221, 6.366270, -0.895508], [-5.657616, 5.296833, -2.192388], [-1.036255, 3.978143, -2.361645], [-1.543255, 4.439653, -0.885735], [-0.649628, 4.573791, 1.775807], [-1.382954, 4.858589, 3.002309], [-0.462185, 4.972036, 4.239259], [-1.170847, 5.425902, 5.374010], [-2.094711, 4.594114, 5.971094], [-2.229963, 6.070356, 2.832827], [-0.127229, 3.626432, 1.908891], [0.082096, 5.362696, 1.601738], [-1.329498, 4.588810, 0.923951], [-2.085867, 4.044556, 3.179354], [0.347737, 5.681353, 4.068977], [0.042067, 4.032398, 4.464905], [-2.692746, 5.275881, 6.575779], [-1.509467, 3.973479, 6.649626], [-2.754073, 4.019184, 5.320861], [-2.165534, 6.496294, 3.746348], [-1.608030, 6.709721, 2.359006]],
  "forces_ev_per_angstrom": [[0.2, 0.2, -0.1], [-0.7, 0.1, -0.5], [-0.4, 1.1, 0.8], [0.3, -0.3, -0.2], [0.2, 0.1, 0.3], [0.3, -0.2, 0.0], [0.0, -0.9, 0.4], [-0.1, 0.1, -0.7], [0.2, -0.3, -0.1], [0.1, 0.5, -0.4], [0.5, -0.1, 1.7], [-0.2, 0.2, -0.4], [-0.3, 0.2, 0.0], [0.1, -0.5, -0.1], [-0.1, 0.0, -0.1], [-0.3, -0.4, -0.2], [-0.1, 0.2, -0.6], [0.3, -0.1, 0.1], [-0.6, 0.2, 0.9], [1.2, 1.6, -0.9], [-1.1, -1.7, 0.4], [-0.1, -0.3, -0.1], [0.1, 0.3, -0.1], [0.4, -0.1, 0.0], [-0.1, 0.1, 0.0], [0.1, 0.4, -0.1], [0.1, -0.5, 0.0], [-0.2, 0.3, 0.3], [0.3, 1.1, 1.8], [-0.4, -0.6, -2.3], [0.0, 0.0, 0.3], [0.6, -0.2, 0.2], [0.0, 0.5, -0.3], [0.1, -0.3, -0.1], [-0.2, -0.3, -0.7], [-0.4, -0.2, 0.5], [-0.1, -0.1, 0.3], [-0.1, -0.1, -0.9], [0.4, -0.7, 1.0], [-0.2, 0.0, 0.8], [0.0, 0.1, 0.1], [0.0, 0.3, 0.4], [0.0, 0.0, -0.6], [-0.1, 0.7, 0.0], [-0.1, -0.2, -0.5], [-0.7, -0.4, 1.2], [0.0, 1.0, -1.6], [0.0, -0.3, -0.3], [0.6, -0.1, -0.1], [0.6, 0.0, 0.3], [0.0, 0.5, 0.3], [-0.4, 0.5, 0.2], [0.0, -0.9, 0.1], [0.0, -0.1, 0.2], [-0.2, -0.8, -0.9], [-0.1, 0.9, -0.3], [0.1, 0.0, 1.1], [0.9, -0.3, 0.7], [-0.2, -0.1, -0.7], [-0.7, 0.2, 0.0], [0.9, 0.2, 0.5], [0.0, 0.3, -0.3], [-0.8, -0.3, -0.2], [-1.3, -0.6, -0.2], [0.0, -0.4, 0.0], [1.5, 0.9, -0.3], [0.0, -0.6, 0.6], [0.0, 0.7, -0.5], [0.1, -0.1, -0.1], [1.5, -0.5, 0.1], [0.0, -2.1, -1.0], [-1.4, 1.1, 1.4], [-1.3, 0.0, 0.4], [-0.1, -0.1, 0.5], [-0.1, 2.2, 0.6], [0.1, -0.1, 0.1], [-0.3, -0.1, 0.0], [0.1, 0.2, 0.1], [-0.5, -0.7, 0.1], [0.2, 0.3, -0.2], [0.5, -0.2, -0.7], [0.4, 0.0, -0.3], [0.3, -0.3, -0.4], [0.3, 0.1, -0.6], [0.4, -0.5, 0.0], [-0.4, 0.5, 0.1], [-0.1, 0.0, -0.2], [1.3, 0.1, -0.8], [-1.0, 0.1, -0.3], [-0.1, 0.0, 0.0], [0.0, 0.8, -0.4], [0.4, 0.9, 0.7], [-0.5, 0.0, 0.7], [0.3, -0.4, -0.2], [0.0, -0.3, -0.2], [0.3, -0.4, 0.5], [-0.1, -0.7, -0.1], [0.7, 0.4, 0.1], [0.0, -0.2, 0.3], [0.0, -0.3, 0.0], [0.0, -0.1, 0.1], [-0.7, 0.7, -0.2], [-0.2, -0.6, 0.0], [-0.7, 0.3, 0.4], [-0.8, -0.3, -0.8], [-0.3, -2.2, 1.2], [0.7, 1.2, -1.0], [0.1, -0.7, 1.6], [1.6, 0.4, 0.5], [-0.2, -0.3, 0.3], [0.3, 0.3, 0.0], [-0.1, 0.0, 0.3], [-0.1, 0.4, -0.7], [-0.4, -0.2, -0.9], [-0.2, 0.4, 0.0], [0.1, -0.2, -0.2], [-0.2, 0.3, -0.3], [-0.1, 0.3, -0.4], [-0.1, -0.1, -0.3], [0.2, 0.3, -0.1], [0.9, 0.0, -0.7], [-1.2, 0.4, 1.5], [-0.4, -0.3, -0.3], [0.8, 1.5, -1.1], [0.0, 0.0, 1.0], [1.1, -0.1, 0.5], [0.1, -0.1, -0.6], [0.3, -0.1, -0.1], [0.2, -0.3, 0.2], [-0.1, -0.3, 0.2], [-0.1, 0.3, -0.1], [-0.1, -0.5, -0.1], [-0.3, -0.3, 0.1], [-0.5, -0.7, 0.2], [0.2, -0.1, -0.2], [-0.8, 0.2, 0.6], [0.0, 0.4, -0.8]],
  "s2": 0.7506,
  "energy_ha": -2468.2268,
  "multiplicity": 2,
  "total_charge": -1
}

=====

Record 3
{
  "formula": "C4H6N2",
  "method": "ωB97M-V/def2-TZVPD",
  "elements": ["C", "C", "N", "C", "C", "N", "H", "H", "H", "H", "H", "H"],
  "coordinates": [[0.584415, -1.513264, -0.230367], [-0.059741, -0.301659, -0.511716], [-1.398103, 0.124448, -0.607288], [-0.474604, 0.900122, 0.242993], [-0.524679, 0.777572, 1.689046], [-0.557428, 0.690588, 2.842501], [0.175587, -2.433925, -0.629224], [0.802276, -0.546222, -1.424023], [1.456926, -1.520919, 0.412357], [0.458054, 0.420005, -1.814615], [-2.003509, -0.503739, -0.080010], [-0.252464, 1.890857, -0.140858]],
  "forces_ev_per_angstrom": [[0.0, -0.2, 0.1], [0.0, -0.1, 0.1], [-0.1, -0.1, 0.0], [0.2, 0.2, 0.1], [0.0, -0.1, 1.0], [0.0, 0.1, -1.2], [0.0, 0.1, 0.1], [0.0, 0.4, -0.2], [-0.2, 0.0, -0.1], [0.0, -0.2, 0.2], [0.1, 0.0, 0.0], [0.0, -0.1, 0.1]],
  "energy_ha": -265.2778,
  "relative_energy_kcal_mol": 161.8
}

=====

Record 4
{
  "formula": "C5H9N3O3S",
  "method": "ωB97M-V/def2-TZVPD",
  "elements": ["C", "C", "C", "C", "C", "N", "N", "N", "O", "O", "O", "S", "H", "H", "H", "H", "H", "H", "H", "H", "H"],
  "coordinates": [[-1.876165, 0.954622, -0.474412], [-1.676174, 2.186058, -0.184922], [-0.386541, -0.772354, 0.671979], [-1.824395, -0.220827, 0.483260], [1.211127, -0.595570, -0.951602], [0.126286, -1.099186, -0.683364], [-0.352553, -1.987364, 1.348267], [2.032648, -0.501097, -1.993504], [0.526200, 0.227328, 1.228310], [3.017971, -0.394346, 0.954797], [2.069301, 1.719811, 0.138994], [1.894806, 0.356437, 0.429401], [-1.742843, 0.748577, -1.523272], [-1.538863, 2.863272, -0.988949], [-2.262525, -0.071938, 1.562118], [-2.305310, -1.141699, 0.097665], [-1.658327, 2.685084, 0.740710], [-0.740604, -1.835262, 2.306693], [0.630390, -2.289007, 1.433030], [2.957618, 0.004308, -1.695518], [1.897952, -0.836838, -2.899685]],
  "forces_ev_per_angstrom": [[0.7, -3.0, 0.2], [0.0, 2.6, 0.1], [0.4, 0.1, -2.6], [-0.3, -0.7, 1.9], [1.6, 1.7, 0.8], [-2.3, -0.9, -0.2], [-0.1, -0.3, 2.5], [3.2, 1.8, 1.8], [0.3, 0.1, 0.7], [-1.1, 0.5, 0.1], [0.5, 1.7, -0.4], [-0.3, -1.8, 0.5], [-0.4, -0.7, -0.2], [0.1, 0.6, -0.8], [0.7, 0.2, -2.1], [-0.1, 0.7, 0.0], [0.0, 0.0, 1.4], [0.5, -0.4, -0.9], [-0.7, 0.0, 0.0], [-2.3, -1.5, -1.7], [-0.3, -0.6, -1.2]],
  "energy_ha": -984.0377,
  "smiles": "C=CC[C@@]1(N)N=C(N)S(=O)(=O)O1",
  "relative_energy_kcal_mol": 34.5
}